# 1
Below is a cluster of 2 separate species, H2N3O3S in total, with properties calculated with wB97M-V/def2-TZVPD.

Summary:
energy relative to the best compared isomer or geometry (same formula, charge and spin): 0.5474 eV
E: -21482.8586 eV
orbital gap: 9.076 eV
2S+1: 1
HOMO level: -4.88 eV
lowest unoccupied orbital energy: 0.154 hartree
total charge: -1

```
9
Properties=species:S:1:pos:R:3:lowdin_charge:R:1
N 3.995 -1.839 -0.497 -0.009
N 2.883 -1.902 -0.487 -0.002
N 1.817 0.482 0.439 -0.142
O 1.604 2.930 0.306 -0.414
O 0.418 1.548 -1.251 -0.379
O -0.410 1.527 0.981 -0.405
S 0.735 1.762 0.106 0.283
H 1.167 0.158 1.223 0.054
H 2.564 1.003 0.866 0.014
```

# 2
Below is a cluster of 2 separate species, ClH2PS in total, with properties calculated with wB97M-V/def2-TZVPD.

Summary:
energy relative to the best compared isomer or geometry (same formula, charge and spin): 2.9806 eV
E: -32676.2853 eV
orbital gap (spin up / spin down): 6.005 / 6.006 eV
2S+1: 1
HOMO level (spin up / spin down): -9.92 / -9.93 eV
lowest unoccupied orbital energy (spin up / spin down): -0.144 / -0.144 hartree

```
5
Properties=species:S:1:pos:R:3:lowdin_charge:R:1
P -0.217 0.100 -0.087 0.288
S -1.999 0.984 -0.205 0.162
Cl 1.857 -1.866 -0.990 -0.322
H 0.646 1.184 -0.045 -0.097
H -0.287 -0.402 1.326 -0.030
```

# 3
Below is a cluster of 2 separate species, C6H14NS in total, with properties calculated with wB97M-V/def2-TZVPD.

Summary:
energy relative to the best compared isomer or geometry (same formula, charge and spin): 1.1759 eV
E: -18761.6283 eV
orbital gap (spin up / spin down): 7.096 / 6.269 eV
2S+1: 3
HOMO level (spin up / spin down): -10.36 / -14.03 eV
lowest unoccupied orbital energy (spin up / spin down): -0.120 / -0.285 hartree
total charge: +1
<S²>: 2.025

```
22
Properties=species:S:1:pos:R:3:lowdin_charge:R:1
C -0.574 -2.370 -1.662 0.137
C -0.791 -1.598 -0.595 -0.122
C -1.029 1.957 -0.448 -0.035
C -0.162 1.230 1.642 -0.075
C 1.688 -0.981 0.526 -0.502
C -0.826 0.706 0.327 -0.339
N -0.065 -0.386 -0.404 0.008
S 2.688 0.364 0.679 0.931
H -1.018 -3.331 -1.850 0.087
H 0.200 -2.127 -2.421 0.107
H -1.703 -1.552 -0.006 0.136
H -1.780 2.397 0.045 0.060
H -0.213 2.553 -0.516 0.064
H -1.408 1.764 -1.484 0.122
H 0.058 0.430 2.390 0.095
H -0.825 1.964 2.091 0.096
H 0.807 1.683 1.589 0.015
H 1.858 -1.744 -0.178 0.019
H 1.174 -1.435 1.344 0.044
H -1.783 0.278 0.589 0.134
H 0.304 -0.060 -1.296 0.155
H 3.400 0.260 -0.360 -0.135
```

# 4
Below is a structure of composition C27H28Cl3MnN6O2S, with properties calculated with wB97M-V/def2-TZVPD.

Summary:
E: -121187.4985 eV
orbital gap (spin up / spin down): 6.392 / 3.794 eV
2S+1: 4
HOMO level (spin up / spin down): -15.24 / -15.40 eV
lowest unoccupied orbital energy (spin up / spin down): -0.325 / -0.426 hartree
total charge: +3
<S²>: 3.789

```
68
Properties=species:S:1:pos:R:3:lowdin_charge:R:1
Mn -1.898 0.002 1.895 0.867
O -1.627 -1.362 2.939 -0.157
C -1.531 -2.650 2.926 -0.300
C -1.354 -3.390 4.116 0.018
C -1.251 -4.760 4.079 -0.032
C -1.328 -5.439 2.863 -0.041
C -1.509 -4.740 1.686 -0.011
C -1.608 -3.347 1.675 -0.072
C -1.784 -2.594 0.455 -0.208
N -1.966 -1.261 0.334 0.025
C -2.040 -0.991 -1.008 -0.103
C -1.913 -2.157 -1.704 -0.051
N -1.755 -3.138 -0.779 0.160
H -1.308 -2.852 5.053 0.126
H -1.114 -5.315 4.994 0.126
H -1.247 -6.513 2.843 0.121
H -1.587 -5.299 0.768 0.113
H -2.209 0.008 -1.364 0.108
H -1.943 -2.361 -2.753 0.130
H -1.664 -4.123 -0.979 0.175
N -4.000 -0.112 2.297 0.003
C -4.568 1.248 2.381 -0.194
C -3.930 2.109 1.295 -0.196
N -2.455 1.985 1.410 -0.024
H -4.508 -0.630 1.574 0.130
H -4.192 -0.601 3.174 0.131
H -4.348 1.656 3.372 0.135
H -5.658 1.248 2.265 0.142
H -4.260 3.148 1.403 0.137
H -4.227 1.749 0.305 0.128
H -2.175 2.460 2.283 0.132
H -2.026 2.533 0.662 0.113
Cl 2.029 -4.246 -3.639 0.746
C 2.370 -2.698 -2.995 -0.662
C 1.403 -1.692 -3.049 -0.095
C 1.689 -0.439 -2.545 -0.034
C 2.922 -0.160 -1.967 -0.185
C 3.247 1.220 -1.441 -0.288
C 3.296 1.269 0.106 -0.045
N 2.138 0.760 0.814 -0.028
C 2.237 0.208 2.056 0.001
C 0.968 -0.016 2.492 -0.080
N 0.083 0.381 1.525 -0.021
C 0.832 0.850 0.527 -0.101
O 2.347 2.196 -1.936 -0.125
C 2.973 3.335 -2.496 -0.128
C 1.960 4.406 -2.730 -0.225
C 2.278 5.701 -3.160 -0.853
Cl 3.816 6.294 -3.506 0.904
S 0.866 6.702 -3.321 1.147
C -0.123 5.407 -2.825 -0.269
C 0.584 4.259 -2.546 -0.061
C 3.889 -1.177 -1.928 -0.574
Cl 5.457 -0.885 -1.275 0.796
C 3.614 -2.436 -2.436 -0.100
H 0.452 -1.888 -3.513 0.094
H 0.965 0.356 -2.631 0.106
H 4.271 1.456 -1.767 0.139
H 3.446 2.314 0.404 0.150
H 4.164 0.692 0.434 0.110
H 3.176 0.012 2.532 0.144
H 0.643 -0.409 3.436 0.119
H 0.455 1.254 -0.391 0.123
H 3.459 3.074 -3.450 0.170
H 3.756 3.723 -1.827 0.153
H -1.187 5.534 -2.762 0.104
H 0.137 3.333 -2.237 0.120
H 4.372 -3.202 -2.415 0.118
```